# 1
# C6H11NS

The molecule C6H11NS (ωB97M-V/def2-TZVPD, the OMol25 dataset).

Gap between HOMO and LUMO (spin up / spin down) ... 6.83 / 6.83 eV
HOMO energy (spin up / spin down) ... -6.97 / -6.97 eV
Energy ... -687.87725 Ha
Multiplicity ... 1

Cartesian coordinates (Å):
C 0.431767 -0.322984 1.179528
C 1.651859 -0.429043 -0.885608
C -0.734133 0.361114 0.516056
C 2.809341 -1.304572 -1.362647
C -1.412601 1.271873 1.638986
C -1.700533 -0.485126 -0.293547
N -0.151826 1.251398 -0.399530
S 0.895560 0.869252 -1.672215
H 0.198156 -1.405891 1.500652
H 3.530007 -1.467403 -0.600970
H 3.275590 -0.796083 -2.255960
H 2.613445 -2.325023 -1.665518
H -1.493601 2.390203 1.507238
H -1.039452 1.123144 2.658559
H -2.462629 0.984181 1.861793
H -1.099437 -0.721587 -1.161738
H -2.536963 0.206030 -0.422177
H -2.181493 -1.396778 0.272506
H -0.593060 2.197293 -0.415405

Cartesian forces (eV/Å) of the 6 atoms listed first:
C 1.179 -0.836 0.059
C -1.739 -0.025 0.587
C 0.131 -1.033 1.696
C -0.558 2.126 -2.106
C -1.308 -0.144 0.926
C -1.717 -0.865 2.191

The net atomic charges from Mulliken, expressed in e, are: C -0.7806; C 0.1168; C 1.3954; C -0.9750; C -1.3244; C -1.2956; N -0.4509; S 0.0104; H 0.1962; H 0.3002; H 0.2721; H 0.2837; H 0.2809; H 0.3114; H 0.3700; H 0.3723; H 0.3760; H 0.2754; H 0.2656

---

# 2
# C6H11NS

The molecule C6H11NS (ωB97M-V/def2-TZVPD, the OMol25 dataset).

Gap between HOMO and LUMO ... 9.16 eV
HOMO energy ... -8.25 eV
Energy ... -688.11461 Ha
Multiplicity ... 1

Cartesian coordinates (Å):
C 1.959699 1.342847 -0.094490
C 1.191116 -0.001818 -0.111440
C 0.370302 -0.265367 1.123919
C -0.774065 -1.123608 0.582755
C -1.915040 -0.461397 -0.120186
C -0.746032 -1.025755 -0.912915
H 2.607194 1.481640 0.785304
H 2.455068 1.530916 -1.067408
H 1.198875 2.142966 -0.031267
H 1.937041 -0.787602 -0.322310
H 0.890299 -0.787954 1.928313
H -0.055496 0.650952 1.539919
H -1.024015 -2.060167 1.078880
H -2.826995 -1.052069 -0.123438
H -3.080173 1.238892 0.881315
H -0.926410 -1.772797 -1.706558
H 0.694036 -0.318121 -2.085231
N 0.248704 -0.037331 -1.209354
S -2.204104 1.305779 -0.135801

Cartesian forces (eV/Å) of the 6 atoms listed first:
C -1.105 0.452 -0.242
C 2.127 0.901 -0.368
C -0.856 -0.640 0.223
C 0.098 -0.950 0.635
C -0.287 -0.112 -0.449
C -1.028 0.235 -0.148

The net atomic charges from Mulliken, expressed in e, are: C -1.4244; C 0.4268; C -0.8941; C -0.0665; C -0.4068; C -0.4326; H 0.3452; H 0.3258; H 0.3170; H 0.2594; H 0.3954; H 0.2974; H 0.3900; H 0.3888; H 0.1199; H 0.3554; H 0.2826; N -0.4402; S -0.2393

---

# 3
# C6H11O

A structure of composition C6H11O (ωB97M-V/def2-TZVPD, the OMol25 dataset).

Gap between HOMO and LUMO ... 4.60 eV
HOMO energy ... -2.36 eV
Total charge ... -1
Energy ... -310.15029 Ha
Multiplicity ... 1

Cartesian coordinates (Å):
C 1.082759 1.503765 1.271181
O 2.387599 1.939658 1.423273
C 0.571570 1.109924 -0.026717
C -0.857867 0.593637 -0.062208
C -1.117064 -1.325364 0.382420
C -1.492754 -2.072451 -0.673814
C -0.901153 -2.071268 -2.134688
H 0.695205 0.826885 2.112781
H 0.380828 2.397110 1.463289
H 1.113266 0.297512 -0.468242
H 0.679876 1.951847 -0.685933
H -1.050551 0.448782 -1.176727
H -1.661394 1.163528 0.448258
H 0.585592 -1.386419 0.449737
H -1.443603 -1.411869 1.361808
H 0.130687 -2.539797 -2.060065
H -1.570643 -2.658401 -2.854248
H -0.673004 -1.035889 -2.513877

Cartesian forces (eV/Å) of the 6 atoms listed first:
C 0.871 2.765 3.706
O -1.382 -1.210 -0.764
C -0.566 -1.589 -0.829
C -0.698 -1.905 -2.017
C 5.202 3.250 -1.794
C -0.641 -0.803 -2.492

The net atomic charges from Mulliken, expressed in e, are: C -0.4319; O -0.8698; C -0.5801; C -0.3886; C -0.6423; C -0.1413; C -0.7117; H 0.1119; H 0.0927; H 0.2909; H 0.4106; H 0.1675; H 0.4110; H 0.1434; H 0.3935; H 0.2509; H 0.2348; H 0.2585

---

# 4
# C6H11O

A cluster of 2 separate species, C6H11O in total (ωB97M-V/def2-TZVPD, the OMol25 dataset).

Gap between HOMO and LUMO (spin up / spin down) ... 8.61 / 7.27 eV
HOMO energy (spin up / spin down) ... -9.14 / -8.63 eV
Energy ... -310.14132 Ha
Multiplicity ... 2

Cartesian coordinates (Å):
C -2.788123 0.290987 0.168857
O -3.939719 -0.278941 -0.278096
C -1.586319 -0.666914 0.178689
C -0.397498 0.081021 0.764342
C 0.972080 -0.256441 0.171707
C 2.102911 0.403788 0.217357
C 3.288474 0.117037 -0.612470
H -3.022761 0.603405 1.205343
H -2.530074 1.222569 -0.355611
H -1.811173 -1.553805 0.769367
H -1.479759 -1.013980 -0.849763
H -0.520072 1.162322 0.744907
H -0.261234 -0.159973 1.826400
H 0.942637 -1.267930 -0.237504
H 0.031483 1.030209 -1.105282
H 4.221772 0.369858 -0.095182
H 3.319749 0.789430 -1.476739
H 3.457633 -0.872636 -1.036327

Cartesian forces (eV/Å) of the 6 atoms listed first:
C 0.087 -0.677 0.200
O -0.092 0.226 -0.048
C -0.417 0.446 0.103
C 1.447 -0.126 0.903
C -1.573 -0.131 0.556
C -0.101 -1.219 -1.212

The net atomic charges from Mulliken, expressed in e, are: C -0.5172; O -0.3619; C -0.2863; C -0.9034; C -0.4193; C -0.0413; C -0.9127; H 0.2773; H 0.3543; H 0.3180; H 0.3545; H 0.4960; H 0.4096; H 0.2522; H 0.0708; H 0.3286; H 0.2690; H 0.3117

---

# 5
# C6H11O

A cluster of 2 separate species, C6H11O in total (ωB97M-V/def2-TZVPD, the OMol25 dataset).

Gap between HOMO and LUMO ... 12.38 eV
HOMO energy ... -15.33 eV
Total charge ... +1
Energy ... -310.04830 Ha
Multiplicity ... 1

Cartesian coordinates (Å):
C -1.489949 1.937109 0.858518
C -0.738941 2.930541 0.781542
C 0.208955 -1.426349 0.686833
C -0.562075 -1.415112 -0.597689
C 1.307002 -0.321946 0.495381
C 0.135881 -0.453693 -1.532687
O 0.707801 0.521143 -0.583436
H 0.080760 1.245749 -0.194715
H -2.187653 1.413618 1.333365
H -0.164470 3.823041 0.516548
H -0.217929 -1.323547 1.726637
H 0.805330 -2.314704 0.766330
H -0.573563 -2.417953 -1.135681
H -1.572591 -1.096576 -0.352471
H 1.455925 0.260866 1.452913
H 2.351623 -0.453749 0.138310
H 0.973143 -0.920601 -1.974158
H -0.519248 0.012164 -2.385540

Cartesian forces (eV/Å) of the 6 atoms listed first:
C 4.910 5.730 -1.098
C -1.887 -2.442 -0.597
C 3.142 0.090 1.327
C -1.379 -1.356 -0.970
C 0.045 1.040 1.538
C -2.289 0.785 -0.631

The net atomic charges from Mulliken, expressed in e, are: C -0.4748; C -0.2575; C -0.3808; C -0.4979; C -0.4614; C -0.2944; O -0.1221; H 0.1783; H 0.4619; H 0.4119; H 0.3314; H 0.2761; H 0.3594; H 0.2332; H 0.2885; H 0.3246; H 0.3144; H 0.3090

---

# 6
# C6H11O2

The ion C6H11O2 with charge -1 (ωB97M-V/def2-TZVPD, the OMol25 dataset).

Gap between HOMO and LUMO ... 7.41 eV
HOMO energy ... -3.81 eV
Total charge ... -1
Energy ... -385.74453 Ha
Multiplicity ... 1

Cartesian coordinates (Å):
O -1.880478 0.628672 -2.408684
C -0.861427 -0.041121 -2.752554
O -0.638492 -0.475176 -3.906015
C 0.170840 -0.471934 -1.636734
C 0.170766 0.583312 -0.518502
C 0.541135 0.062195 0.871865
C -0.368443 -1.110917 1.246662
C 0.590033 1.020892 2.053440
H -0.373717 -1.378140 -1.355011
H 1.105827 -0.596605 -2.150247
H 0.795096 1.431231 -0.830384
H -0.843917 1.003040 -0.636838
H 1.588047 -0.306468 0.823929
H -0.357655 -1.421728 2.284722
H -0.062864 -2.049932 0.772922
H -1.406249 -0.902883 0.963444
H -0.314293 1.646538 2.146954
H 0.782404 0.576487 3.025937
H 1.363389 1.802543 2.005097

Cartesian forces (eV/Å) of the 6 atoms listed first:
O 0.852 -0.361 0.292
C -0.890 0.470 -0.807
O 0.423 -0.103 0.311
C -1.705 1.223 -0.356
C -0.238 0.312 -0.418
C 0.792 -0.747 0.601

The net atomic charges from Mulliken, expressed in e, are: O -0.7423; C 0.3901; O -0.7546; C -0.3315; C -0.9749; C 1.0409; C -1.5486; C -1.5997; H 0.1027; H 0.3347; H 0.3917; H 0.4067; H 0.0824; H 0.4337; H 0.3629; H 0.3060; H 0.3339; H 0.3974; H 0.3684

---

# 7
# C6H11O5PYb

A structure of composition C6H11O5PYb (ωB97M-V/def2-TZVPD, the OMol25 dataset).

Gap between HOMO and LUMO ... 5.98 eV
HOMO energy ... -15.45 eV
Total charge ... +2
Energy ... -2110.62591 Ha
Multiplicity ... 1

Cartesian coordinates (Å):
C -2.113690 -0.962491 -0.370950
C -1.606608 -2.492812 0.050451
O -1.965535 -3.560314 -0.715525
O -0.735167 -2.654685 1.232987
C 0.601730 -2.019699 0.988924
O 0.879339 -1.200812 2.178648
C 1.149279 0.206184 1.843406
O 0.544245 1.132526 2.637566
O 2.065880 0.579926 0.751468
P 1.501455 1.962460 -0.143692
C 2.146503 1.647945 -1.954991
C -0.397950 2.004286 -0.335739
H -3.269881 -0.925142 -0.574963
H -1.836270 -0.277260 0.545213
H -1.484500 -0.691859 -1.347726
H 1.352126 -2.938764 0.875114
H 0.613003 -1.442187 -0.028523
H 2.226286 0.461122 -2.035375
H 3.196085 2.143379 -2.151937
H 1.322751 2.021865 -2.733978
H -1.006786 1.737560 0.627758
H -0.679459 3.131282 -0.611888
H -0.731736 1.354866 -1.279520
Yb -1.771100 0.782623 2.553274

Cartesian forces (eV/Å) of the 6 atoms listed first:
C 0.655 -1.624 0.011
C -2.049 -5.745 -4.394
O 2.712 7.981 5.970
O -0.107 1.976 -2.785
C 0.140 -2.517 -1.572
O 0.522 4.223 -2.685

The net atomic charges from Mulliken, expressed in e, are: C -0.3980; C 0.4307; O -0.4154; O -0.2436; C -0.1962; O -0.1949; C 0.7493; O -0.5384; O -0.2071; P 0.2383; C -0.8580; C -0.2110; H 0.4583; H -0.1535; H 0.2292; H 0.3507; H 0.2251; H 0.2896; H 0.3423; H 0.3280; H -0.3633; H 0.4450; H 0.2033; Yb 1.4896

---

# 8
# C6H11P

The molecule C6H11P (ωB97M-V/def2-TZVPD, the OMol25 dataset).

Gap between HOMO and LUMO ... 8.84 eV
HOMO energy ... -8.53 eV
Energy ... -576.35883 Ha
Multiplicity ... 1

Cartesian coordinates (Å):
C 1.857362 -1.058413 -0.126389
C 0.934085 0.066118 0.002680
C -0.310669 -2.477996 -1.540690
C -1.103118 2.147410 0.591107
C -1.452446 0.703351 0.342667
C -0.326100 -0.167338 0.389904
P 1.356702 -2.316153 -1.401688
H 2.891212 -0.624429 -0.372039
H 1.992471 -1.796418 0.709193
H 1.119108 1.103426 -0.432390
H -0.633435 -3.437320 -2.021288
H -1.918850 2.887544 0.340409
H -0.987417 2.342647 1.693329
H -0.321553 2.536623 -0.042179
H -2.316914 0.355044 0.752988
H -1.632408 0.674515 -0.730474
H -0.457998 -1.149496 0.674786
H 2.649952 -2.642889 -1.721599

Cartesian forces (eV/Å) of the 6 atoms listed first:
C 2.415 -0.311 -0.736
C -1.966 1.944 -0.029
C 1.969 -1.402 -0.148
C -1.917 2.009 1.556
C 1.133 2.472 -2.970
C 2.861 -0.187 0.442

The net atomic charges from Mulliken, expressed in e, are: C -0.8976; C -0.0893; C -0.6256; C -1.0756; C -0.6958; C -0.2733; P 0.3903; H 0.3651; H 0.3656; H 0.1144; H 0.2386; H 0.3425; H 0.2477; H 0.3198; H 0.5283; H 0.1902; H 0.5082; H 0.0465

---

# 9
# C6H12

The molecule C6H12 (ωB97M-V/def2-TZVPD, the OMol25 dataset).

Gap between HOMO and LUMO ... 10.56 eV
HOMO energy ... -9.32 eV
Energy ... -235.73307 Ha
Multiplicity ... 1

Cartesian coordinates (Å):
C 0.855847 0.743371 -1.479122
C 0.172280 1.716358 -0.524870
C -0.231999 1.033857 0.835635
C -0.728242 -0.404140 0.680678
C -0.187373 -1.609172 1.369725
C 0.024637 -1.606528 -0.090361
H 0.596563 -0.236186 -1.095713
H 1.947921 0.803205 -1.479207
H 0.464020 0.731271 -2.498237
H 0.815792 2.564894 -0.267602
H -0.728101 2.131962 -0.997304
H -1.018792 1.675054 1.267831
H 0.602988 1.075879 1.548908
H -1.805417 -0.433277 0.489459
H 0.723364 -1.428899 1.932919
H -0.850085 -2.361761 1.759990
H -0.627165 -2.165207 -0.757869
H 1.066699 -1.732912 -0.419871

Cartesian forces (eV/Å) of the 6 atoms listed first:
C 0.060 -0.168 -0.055
C -0.126 -0.002 0.340
C 0.298 -0.048 -0.410
C 0.300 -0.333 -0.868
C -0.142 -0.327 0.610
C -0.474 -0.161 0.386

The net atomic charges from Mulliken, expressed in e, are: C -0.5060; C -0.5143; C -0.8266; C -0.0083; C -0.5971; C -0.6329; H -0.1307; H 0.2913; H 0.2908; H 0.3382; H 0.2807; H 0.3202; H 0.3318; H 0.3303; H 0.2443; H 0.2736; H 0.2493; H 0.2652

---

# 10
# C6H12

The molecule C6H12 (ωB97M-V/def2-TZVPD, the OMol25 dataset).

Gap between HOMO and LUMO ... 9.92 eV
HOMO energy ... -8.78 eV
Energy ... -235.78129 Ha
Multiplicity ... 1

Cartesian coordinates (Å):
C -1.473429 0.753649 -1.763988
C -1.452336 0.217108 -0.324075
C -0.062981 -0.233334 0.158723
C 0.506426 0.505823 1.108371
C 1.814630 0.090424 1.775649
C 0.567309 -1.277981 -0.704259
H -2.500614 1.005800 -2.013491
H -0.935933 1.701986 -1.791766
H -1.043227 0.056869 -2.467391
H -2.080311 -0.677000 -0.254746
H -1.863241 0.997070 0.281733
H 0.082944 1.461954 1.406808
H 1.914031 0.650547 2.710185
H 2.685916 0.325104 1.166033
H 1.803105 -0.962829 2.054574
H 1.563777 -1.529481 -0.337388
H 0.011491 -2.213969 -0.829573
H 0.697270 -0.827424 -1.693383

Cartesian forces (eV/Å) of the 6 atoms listed first:
C -0.175 0.309 0.762
C 0.912 -0.884 -0.851
C -1.620 1.644 -0.576
C 1.257 -1.020 0.065
C -0.536 0.739 0.273
C 0.652 -0.235 0.444

The net atomic charges from Mulliken, expressed in e, are: C -1.1091; C -0.7059; C 0.6063; C -0.1243; C -1.3253; C -1.2687; H 0.3423; H 0.2830; H 0.3560; H 0.3264; H 0.3350; H 0.3220; H 0.3642; H 0.2933; H 0.3583; H 0.3616; H 0.2944; H 0.2906

---

# 11
# C6H12

The molecule C6H12 (ωB97M-V/def2-TZVPD, the OMol25 dataset).

Gap between HOMO and LUMO (spin up / spin down) ... 7.64 / 7.77 eV
HOMO energy (spin up / spin down) ... -7.17 / -7.37 eV
Energy ... -235.63353 Ha
Multiplicity ... 1

Cartesian coordinates (Å):
C -1.787818 0.541536 1.133001
C -1.209934 -0.650657 0.408186
C 0.121310 -1.077782 0.665506
C 1.090624 -0.427357 -0.675004
C 2.258407 0.302139 -0.480966
C 0.154807 0.601177 -1.232450
H -1.229295 1.469812 0.926891
H -1.748483 0.375569 2.215234
H -2.828238 0.732096 0.849419
H -1.905599 -1.374048 -0.007395
H -0.912606 0.079604 -0.895982
H 0.304528 -2.143714 0.553556
H 0.585364 -0.671189 1.566854
H 1.212128 -1.292976 -1.331153
H 2.227829 1.207974 0.120512
H 3.229298 -0.006544 -0.857727
H 0.293842 0.796716 -2.292734
H 0.143842 1.537638 -0.665751

Cartesian forces (eV/Å) of the 6 atoms listed first:
C -0.081 -0.033 0.094
C -0.883 -0.138 0.652
C 1.062 0.015 -0.152
C -0.859 -0.277 -0.048
C 1.410 0.244 0.477
C -1.026 -0.167 -0.208

The net atomic charges from Mulliken, expressed in e, are: C -1.1189; C -0.1238; C -0.8221; C 0.3421; C -0.8900; C -1.0427; H 0.2876; H 0.3273; H 0.3067; H 0.4645; H 0.1657; H 0.2989; H 0.3150; H 0.2599; H 0.2961; H 0.2871; H 0.3691; H 0.2776

---

# 12
# C6H12

The molecule C6H12 (ωB97M-V/def2-TZVPD, the OMol25 dataset).

Gap between HOMO and LUMO ... 9.76 eV
HOMO energy ... -8.66 eV
Energy ... -235.65664 Ha
Multiplicity ... 1

Cartesian coordinates (Å):
C 2.181233 -0.787423 -0.233726
C 1.408686 0.458396 0.298158
C -0.097689 0.338359 0.116199
C -0.810713 -0.782297 0.085537
C -2.244655 -0.957111 0.009959
C -0.789462 1.655359 -0.118340
H 2.035600 -1.111132 -1.057522
H 1.975506 -1.547968 0.326583
H 3.304050 -0.426512 -0.035345
H 1.672745 1.255868 -0.285846
H 1.768561 0.437218 1.330032
H -0.098461 -1.734337 0.097631
H -2.576798 0.085103 -0.208413
H -2.236589 -1.625788 -0.706295
H -2.576816 -1.444278 0.954603
H -0.480836 2.169055 -0.870725
H -1.769145 1.766789 -0.407407
H -0.665217 2.250706 0.704910

Cartesian forces (eV/Å) of the 6 atoms listed first:
C 5.037 9.141 8.231
C -1.145 -3.874 -0.223
C -0.988 0.482 -0.308
C 4.852 -1.729 0.979
C 0.460 3.210 3.510
C -0.171 -3.169 3.229

The net atomic charges from Mulliken, expressed in e, are: C -1.8957; C -0.3222; C 0.6682; C 0.1505; C -1.0608; C -2.2356; H 0.8096; H 0.5171; H 0.2629; H 0.4278; H 0.2550; H 0.0378; H 0.2334; H 0.3378; H 0.2558; H 0.6112; H 0.5091; H 0.4380